C21H46ClGaNO4 as an isolated structure at a distorted geometry, computed with the ωB97M-V functional and the def2-TZVPD basis.

Values from the calculation:
**HOMO level**: -0.1705 hartree
**Charge**: -1
**Gap between HOMO and LUMO**: 0.24940 Eh

Each line ends with the Mulliken charge.
Positions of all 74 atoms, in Å:
N1 -0.99 -1.47 0.01  -0.448
C1 -1.28 -0.22 -0.84  -0.296
C2 -1.93 0.92 0.15  -0.540
Ga1 -3.14 2.32 -0.79  -0.039
C3 -4.71 1.46 -1.89  -0.614
C4 -5.03 -0.10 -1.46  -0.335
C5 -5.97 -0.25 -0.13  -0.378
Cl1 -7.03 -1.81 -0.24  -0.287
H1 -1.08 -2.28 -0.65  0.197
H2 -1.73 -1.57 0.76  0.240
H3 -1.92 -0.48 -1.79  0.226
H4 -0.22 0.14 -1.23  0.183
H5 -1.05 1.45 0.76  0.152
H6 -2.61 0.42 1.00  0.087
H7 -2.32 3.28 -1.81  -0.205
H8 -3.72 3.26 0.40  -0.380
H9 -5.68 2.15 -1.89  0.284
H10 -4.33 1.41 -3.02  0.097
H11 -5.61 -0.58 -2.35  0.380
H12 -4.04 -0.72 -1.33  0.050
H13 -6.72 0.66 -0.12  0.274
H14 -5.33 -0.32 0.87  0.250
C6 0.85 5.55 1.62  -0.559
C7 2.18 5.40 0.93  -0.495
C8 1.82 4.59 -0.30  -0.448
O1 0.47 4.93 -0.64  -0.314
C9 -0.10 5.68 0.45  -0.379
H15 0.80 6.40 2.30  0.338
H16 0.63 4.64 2.18  0.258
H17 2.55 6.39 0.62  0.261
H18 2.95 4.93 1.54  0.323
H19 1.85 3.52 -0.08  0.225
H20 2.48 4.79 -1.15  0.258
H21 -0.19 6.72 0.12  0.265
H22 -1.10 5.30 0.67  0.234
C10 -0.75 5.20 -5.18  -0.551
C11 -1.42 4.68 -6.43  -0.567
C12 -2.09 3.41 -5.93  -0.458
O2 -2.41 3.63 -4.55  -0.281
C13 -1.75 4.83 -4.11  0.199
H23 -0.54 6.27 -5.22  0.362
H24 0.19 4.66 -5.02  0.265
H25 -2.18 5.39 -6.77  0.261
H26 -0.73 4.50 -7.26  0.325
H27 -1.40 2.56 -5.98  0.283
H28 -2.99 3.17 -6.49  0.266
H29 -2.52 5.61 -3.99  0.245
H30 -1.28 4.66 -3.14  -0.179
C14 2.22 -2.76 1.12  -0.394
C15 3.19 -3.34 2.11  -0.073
C16 4.51 -3.22 1.37  -0.502
O3 4.40 -2.08 0.51  -0.428
C17 3.03 -1.66 0.48  -0.406
H31 1.29 -2.40 1.57  0.329
H32 1.96 -3.52 0.37  0.196
H33 3.22 -2.71 3.01  0.298
H34 2.96 -4.36 2.41  -0.097
H35 4.68 -4.10 0.74  0.282
H36 5.36 -3.10 2.04  0.294
H37 2.96 -0.73 1.05  0.230
H38 2.73 -1.46 -0.55  0.253
C18 2.76 -8.44 4.00  -0.609
C19 3.21 -8.38 5.44  -0.511
C20 3.71 -6.96 5.57  -0.438
O4 2.94 -6.17 4.65  -0.375
C21 2.20 -7.05 3.79  -0.309
H39 2.04 -9.23 3.80  0.333
H40 3.63 -8.59 3.35  0.278
H41 2.35 -8.54 6.10  0.257
H42 3.97 -9.13 5.70  0.319
H43 4.76 -6.88 5.27  0.275
H44 3.60 -6.56 6.58  0.253
H45 1.15 -7.00 4.09  0.250
H46 2.29 -6.71 2.76  0.260



A 2-piece molecular cluster, C29H54ClF3NO7S2 overall at a distorted geometry, computed with the ωB97M-V functional and the def2-TZVPD basis.

Values from the calculation:
**HOMO level**: -0.4369 hartree
**Charge**: +1
**Gap between HOMO and LUMO**: 0.36138 Eh

Each line ends with the Mulliken charge.
Positions of all 97 atoms, in Å:
C1 4.12 -0.80 0.81  -1.365
C2 2.70 -0.75 1.36  -0.623
C3 1.71 -0.21 0.32  -0.613
C4 0.27 -0.59 0.65  0.103
C5 -0.21 0.04 1.95  -1.821
N1 -0.63 -0.44 -0.59  0.928
C6 -1.63 -1.58 -0.73  0.282
C7 -0.92 -2.94 -0.77  -1.840
C8 -1.65 -3.94 -1.66  -0.943
C9 -0.81 -5.16 -2.01  0.865
F1 -0.79 -5.38 -3.34  -0.290
F2 0.48 -5.03 -1.62  -0.285
F3 -1.28 -6.28 -1.42  -0.284
C10 -2.74 -1.43 0.29  -0.173
O1 -3.65 -2.47 -0.04  -0.547
C11 -3.41 -0.06 0.15  -1.508
C12 -2.49 1.16 -0.03  0.218
C13 -3.30 2.37 -0.51  -0.451
C14 -4.32 2.89 0.51  -1.576
C15 -5.73 2.31 0.41  -0.573
C16 -6.47 2.56 -0.91  -1.105
S1 -7.02 1.07 -1.77  1.109
O2 -8.14 1.41 -2.57  -0.562
O3 -7.01 -0.04 -0.88  -0.522
Cl1 -5.50 0.72 -3.11  -0.175
C17 -1.27 0.92 -0.95  1.311
C18 -1.71 0.82 -2.43  -1.315
C19 -0.60 0.45 -3.45  -1.378
C20 -0.74 -0.92 -4.11  -0.189
S2 -2.36 -1.01 -4.94  -0.191
C21 -0.23 2.06 -0.89  -2.490
C22 -0.01 2.87 0.38  -1.127
O4 0.48 4.13 -0.07  -0.368
C23 0.84 5.01 0.94  0.454
O5 1.97 5.20 1.19  -0.513
C24 -0.32 5.69 1.64  -0.237
C25 -0.51 5.14 3.06  -1.025
H1 4.77 -1.37 1.48  0.303
H2 4.54 0.20 0.74  0.373
H3 4.17 -1.28 -0.16  0.422
H4 2.38 -1.75 1.69  0.373
H5 2.67 -0.11 2.24  0.369
H6 1.98 -0.63 -0.66  0.489
H7 1.83 0.87 0.25  0.106
H8 0.30 -1.67 0.79  0.844
H9 -1.29 0.03 2.09  0.481
H10 0.22 -0.54 2.77  0.539
H11 0.14 1.06 2.07  0.177
H12 0.04 -0.61 -1.35  0.575
H13 -2.12 -1.44 -1.69  0.287
H14 0.09 -2.79 -1.17  0.391
H15 -0.80 -3.36 0.23  0.876
H16 -1.96 -3.48 -2.60  0.330
H17 -2.56 -4.29 -1.17  0.473
H18 -2.37 -1.60 1.31  0.529
H19 -4.31 -2.57 0.66  0.477
H20 -4.09 -0.15 -0.70  -0.282
H21 -4.03 0.11 1.03  0.719
H22 -2.12 1.43 0.96  1.229
H23 -2.61 3.19 -0.77  0.673
H24 -3.81 2.11 -1.44  0.062
H25 -4.38 3.98 0.42  0.438
H26 -3.95 2.70 1.52  0.388
H27 -5.74 1.25 0.63  0.330
H28 -6.33 2.77 1.20  0.529
H29 -5.89 3.13 -1.64  0.516
H30 -7.42 3.07 -0.76  0.472
H31 -2.56 0.15 -2.55  0.335
H32 -2.10 1.80 -2.69  0.969
H33 -0.60 1.21 -4.23  0.455
H34 0.40 0.51 -3.01  0.305
H35 0.05 -1.06 -4.83  0.574
H36 -0.67 -1.73 -3.37  -0.236
H37 -2.24 -2.27 -5.36  0.155
H38 -0.53 2.79 -1.64  0.715
H39 0.74 1.69 -1.23  0.529
H40 0.75 2.43 1.04  0.720
H41 -0.93 3.01 0.95  0.289
H42 -0.07 6.75 1.70  0.397
H43 -1.23 5.57 1.05  0.231
H44 -1.17 5.80 3.63  0.352
H45 0.44 5.08 3.59  0.309
H46 -0.97 4.15 3.06  0.221
O6 6.39 -3.35 0.24  -0.540
C26 7.17 -3.36 1.15  0.834
O7 7.20 -2.28 1.97  -0.363
C27 7.98 -2.25 3.18  -0.468
C28 9.42 -1.86 2.92  -0.998
C29 8.14 -4.50 1.37  -1.077
H47 7.90 -3.19 3.71  0.388
H48 7.49 -1.49 3.79  0.351
H49 9.93 -2.60 2.30  0.277
H50 9.96 -1.78 3.87  0.361
H51 9.47 -0.90 2.41  0.312
H52 9.00 -4.33 0.72  0.285
H53 7.65 -5.41 1.04  0.316
H54 8.49 -4.61 2.39  0.332



C28H21BF4IReSi as an isolated structure at a distorted geometry, computed with the ωB97M-V functional and the def2-TZVPD basis.

Values from the calculation:
**HOMO level (spin up / spin down)**: -0.4266 / -0.4224 hartree
**Charge**: +1
**Gap between HOMO and LUMO (spin up / spin down)**: 0.19673 / 0.22819 Eh
**Spin multiplicity**: 2
**Expectation value of S²**: 0.923

Each line ends with the Mulliken charge.
Positions of all 57 atoms, in Å:
Re1 0.09 0.13 -0.23  0.528
I1 -1.70 -0.46 1.84  0.144
C1 -3.21 -0.62 0.34  0.372
C2 -4.46 -1.02 0.74  -0.616
C3 -5.46 -1.20 -0.23  -0.658
C4 -5.18 -0.95 -1.54  -0.883
C5 -3.91 -0.46 -1.94  0.937
C6 -3.67 -0.10 -3.29  -0.723
C7 -2.51 0.53 -3.65  -0.967
C8 -1.52 0.76 -2.70  -0.453
C9 -1.60 0.25 -1.40  0.587
C10 -2.88 -0.28 -0.98  0.370
H1 -4.67 -1.21 1.78  0.395
H2 -6.44 -1.52 0.08  0.413
H3 -5.93 -1.09 -2.31  0.405
H4 -4.45 -0.28 -4.02  0.432
H5 -2.37 0.88 -4.67  0.486
H6 -0.65 1.34 -2.99  0.276
C11 0.49 -1.86 -5.97  -0.473
C12 0.91 -0.54 -5.90  -0.759
C13 1.29 0.01 -4.69  -0.169
C14 1.26 -0.77 -3.53  1.085
C15 0.84 -2.09 -3.60  -0.594
C16 0.46 -2.64 -4.82  -0.690
Si1 1.93 -0.05 -1.91  -0.183
C17 2.38 1.80 -2.11  1.003
C18 3.51 2.11 -2.85  -0.129
C19 3.90 3.43 -3.02  -0.702
C20 3.19 4.45 -2.40  -0.576
C21 2.06 4.15 -1.66  -0.826
C22 1.65 2.83 -1.52  -0.025
C23 3.42 -1.09 -1.42  0.863
C24 4.27 -1.59 -2.41  -0.140
C25 5.44 -2.24 -2.06  -0.725
C26 5.77 -2.44 -0.73  -0.471
C27 4.91 -1.99 0.26  -0.607
C28 3.75 -1.30 -0.08  -0.493
H7 0.18 -2.28 -6.92  0.408
H8 0.94 0.07 -6.80  0.421
H9 1.61 1.04 -4.64  0.394
H10 0.81 -2.70 -2.71  0.402
H11 0.14 -3.67 -4.87  0.429
H12 4.09 1.32 -3.32  0.426
H13 4.77 3.66 -3.62  0.414
H14 3.51 5.48 -2.51  0.404
H15 1.50 4.94 -1.18  0.422
H16 0.75 2.63 -0.94  0.023
H17 4.02 -1.45 -3.46  0.375
H18 6.12 -2.59 -2.84  0.402
H19 6.69 -2.94 -0.46  0.391
H20 5.14 -2.16 1.31  0.440
H21 3.12 -0.93 0.71  0.022
F1 1.32 0.95 0.96  -0.826
B1 2.47 1.28 2.67  0.707
F2 3.50 1.82 2.04  -0.225
F3 2.50 -0.02 2.97  -0.241
F4 1.58 2.05 3.27  -0.220



A 7-piece molecular cluster, C27H64F12N7O3P2 overall at a distorted geometry, computed with the ωB97M-V functional and the def2-TZVPD basis.

Values from the calculation:
**HOMO level**: -0.5733 hartree
**Charge**: +3
**Gap between HOMO and LUMO**: 0.35329 Eh

Each line ends with the Mulliken charge.
Positions of all 115 atoms, in Å:
C1 19.93 23.16 -15.42  -0.904
N1 20.57 23.19 -14.07  0.403
C2 21.13 21.80 -13.75  -0.335
C3 21.83 24.02 -14.16  -0.775
C4 19.69 23.71 -12.97  -0.247
C5 18.27 23.17 -13.01  -0.840
O1 18.30 21.76 -13.10  -0.443
H1 19.00 22.61 -15.41  0.295
H2 20.65 22.77 -16.13  0.287
H3 19.72 24.20 -15.66  0.405
H4 20.32 21.09 -13.68  0.359
H5 21.66 21.93 -12.78  0.039
H6 21.89 21.55 -14.49  -0.093
H7 22.42 23.64 -14.99  0.339
H8 22.38 23.87 -13.24  0.290
H9 21.63 25.08 -14.33  0.380
H10 19.65 24.80 -13.10  0.410
H11 20.21 23.59 -12.02  0.197
H12 17.77 23.59 -13.89  0.400
H13 17.69 23.46 -12.13  0.484
H14 17.41 21.44 -12.96  0.329
C6 25.09 19.10 -9.56  -0.107
N2 24.62 17.70 -9.59  0.137
C7 25.41 16.94 -10.64  -0.884
C8 24.82 17.02 -8.27  -0.850
C9 23.14 17.69 -9.91  -0.954
C10 22.75 18.27 -11.24  0.269
O2 22.98 17.43 -12.38  -0.623
H15 24.67 19.60 -8.70  0.315
H16 24.78 19.66 -10.45  -0.244
H17 26.18 19.12 -9.63  0.030
H18 26.41 16.95 -10.22  0.424
H19 25.42 17.54 -11.54  0.385
H20 24.97 15.95 -10.76  0.278
H21 25.89 17.10 -8.10  0.384
H22 24.55 15.97 -8.37  0.378
H23 24.25 17.53 -7.50  0.371
H24 22.62 18.22 -9.12  0.561
H25 22.87 16.63 -9.90  0.433
H26 23.27 19.20 -11.47  -0.344
H27 21.69 18.51 -11.19  0.473
H28 22.67 17.98 -13.10  0.343
C11 30.60 18.92 -10.72  -0.732
N3 30.47 20.29 -10.16  0.118
C12 31.27 20.46 -8.91  -0.914
C13 30.99 21.29 -11.14  -0.852
C14 29.04 20.59 -9.74  -0.945
C15 28.07 20.88 -10.86  -0.251
O3 28.05 19.81 -11.79  -0.357
H29 31.66 18.63 -10.76  0.424
H30 30.24 18.88 -11.74  0.215
H31 30.14 18.18 -10.07  0.362
H32 31.04 19.67 -8.19  0.421
H33 31.03 21.36 -8.36  0.410
H34 32.35 20.41 -9.06  0.370
H35 30.48 21.18 -12.09  0.279
H36 32.06 21.17 -11.31  0.401
H37 30.78 22.29 -10.76  0.400
H38 29.02 21.38 -8.99  0.290
H39 28.73 19.68 -9.24  0.469
H40 28.25 21.84 -11.36  0.504
H41 27.06 20.97 -10.45  0.356
H42 27.42 20.04 -12.49  0.151
C16 22.77 18.03 -23.34  -1.007
C17 22.22 19.36 -22.87  -0.629
N4 22.23 19.51 -21.41  0.181
C18 21.13 19.37 -20.59  -0.536
C19 21.50 19.65 -19.32  -0.398
N5 22.85 19.95 -19.36  0.262
C20 23.25 19.87 -20.63  -0.113
C21 23.65 20.21 -18.17  -0.484
H43 23.83 17.96 -23.09  0.331
H44 22.71 18.11 -24.43  0.351
H45 22.30 17.14 -22.93  0.343
H46 21.24 19.61 -23.26  0.395
H47 22.85 20.17 -23.26  0.323
H48 20.18 19.07 -21.01  0.453
H49 20.99 19.66 -18.38  0.494
H50 24.21 20.16 -21.01  0.466
H51 24.09 19.31 -17.75  0.430
H52 23.05 20.65 -17.37  -0.134
H53 24.33 21.04 -18.34  0.241
C22 26.93 24.83 -18.53  -1.500
C23 27.47 23.86 -17.50  -0.086
N6 27.45 22.44 -17.92  0.286
C24 27.19 21.98 -19.20  -0.376
C25 27.38 20.64 -19.19  -0.753
N7 27.79 20.27 -17.94  0.230
C26 27.83 21.39 -17.21  -0.522
C27 28.08 18.93 -17.48  -0.760
H54 27.52 25.08 -19.41  0.371
H55 26.63 25.74 -18.01  0.388
H56 25.92 24.52 -18.81  0.405
H57 26.96 23.96 -16.55  0.338
H58 28.52 24.06 -17.30  0.352
H59 26.86 22.66 -19.97  0.520
H60 27.17 19.98 -20.01  0.504
H61 28.07 21.41 -16.16  0.572
H62 28.75 18.97 -16.63  0.334
H63 28.45 18.28 -18.26  0.377
H64 27.19 18.40 -17.13  0.273
P1 25.17 20.26 -14.12  1.925
F1 25.89 18.95 -13.51  -0.367
F2 24.75 20.93 -12.73  -0.559
F3 26.66 20.96 -14.11  -0.450
F4 24.61 21.55 -14.94  -0.380
F5 25.57 19.67 -15.62  -0.604
F6 23.69 19.59 -14.21  -0.346
P2 22.10 22.05 -10.21  1.439
F7 23.16 22.37 -9.04  -0.396
F8 23.33 21.61 -11.21  -0.504
F9 22.00 20.52 -9.65  -0.384
F10 21.08 21.71 -11.44  -0.372
F11 20.92 22.44 -9.18  -0.374
F12 22.20 23.56 -10.79  -0.419